Molecular formula: C19H43CsN5O17S3
Method: DFT, ωB97M-V/def2-TZVPD

The multiplicity is 2. The frontier orbital gap (alpha / beta) comes out at 7.728 / 2.627 eV. The LUMO energy (alpha / beta) is -0.03985 / -0.22729 Eh. The value obtained for the total energy is -3517.26239 hartree.

Atoms and positions in Å:
Cs (-14.09653, 9.73738, -0.41849)
S (-14.99330, 6.23910, -0.39641)
O (-15.61491, 7.31296, -1.12250)
O (-13.76867, 5.85625, -1.09624)
O (-14.63669, 6.68799, 0.95434)
O (-15.86213, 5.06234, -0.23673)
C (-17.56686, 2.26190, -1.46092)
C (-16.15779, 1.66407, -1.15349)
O (-15.89809, 0.46956, -1.37168)
N (-15.27280, 2.50676, -0.57211)
C (-13.90947, 2.07815, -0.20381)
H (-17.77341, 2.35763, -2.52688)
H (-17.69130, 3.21131, -0.94012)
H (-18.33013, 1.55018, -1.14631)
H (-15.48275, 3.48825, -0.45947)
H (-13.76796, 2.13479, 0.87547)
H (-13.10960, 2.61288, -0.71604)
H (-13.82295, 1.01683, -0.43662)
C (-12.94711, 9.64576, 4.57392)
C (-13.32472, 8.97682, 3.25340)
O (-12.74355, 9.41087, 2.23692)
N (-14.13145, 7.87637, 3.24987)
C (-14.95907, 7.37262, 4.35151)
H (-12.76936, 8.89218, 5.34114)
H (-13.75091, 10.27740, 4.95211)
H (-12.02397, 10.20687, 4.42873)
H (-14.23559, 7.36147, 2.38724)
H (-14.31656, 6.92447, 5.10943)
H (-15.55136, 6.56261, 3.92587)
H (-15.57640, 8.18671, 4.73130)
C (-18.01267, 5.16958, -3.03998)
C (-18.40393, 6.62040, -3.38147)
O (-19.25551, 6.86680, -4.16271)
N (-17.66126, 7.56793, -2.66904)
C (-17.82690, 9.05276, -2.84111)
H (-17.22384, 5.09961, -2.29102)
H (-17.66442, 4.60983, -3.90801)
H (-18.92537, 4.73231, -2.63515)
H (-16.86719, 7.21112, -2.15695)
H (-18.90590, 9.19072, -2.77157)
H (-17.38588, 9.38484, -3.78097)
H (-17.32738, 9.58157, -2.02935)
C (-14.31907, 4.18765, 2.71414)
C (-15.75210, 3.89712, 3.10322)
O (-16.10126, 3.48110, 4.21787)
N (-16.58126, 4.01540, 2.07141)
C (-17.88682, 3.42412, 2.04928)
H (-14.01189, 5.10542, 3.21558)
H (-14.11196, 4.34886, 1.65621)
H (-13.70894, 3.37965, 3.11786)
H (-16.17317, 4.32748, 1.20184)
H (-18.46025, 3.58364, 2.96242)
H (-17.66703, 2.36255, 1.93582)
H (-18.42144, 3.80967, 1.18116)
C (-11.20177, 5.34031, -3.22350)
C (-12.25171, 4.46776, -3.83424)
O (-11.99303, 3.58971, -4.65810)
N (-13.50203, 4.72266, -3.43579)
C (-14.84162, 4.22523, -3.89049)
H (-10.97075, 5.84252, -4.16292)
H (-10.36216, 4.72697, -2.89642)
H (-11.58507, 6.02817, -2.46983)
H (-13.60443, 5.11283, -2.50984)
H (-15.38476, 3.86629, -3.01627)
H (-14.78017, 3.39079, -4.58908)
H (-15.41736, 5.09912, -4.19536)
C (-13.86769, 7.94358, -3.73640)
C (-14.16870, 7.41059, -5.15135)
O (-13.89891, 8.64501, -5.95087)
S (-14.42707, 9.98276, -5.14281)
O (-15.87270, 10.33154, -5.39183)
O (-13.38460, 11.08097, -5.14748)
O (-14.36356, 9.25795, -3.62044)
H (-12.81529, 7.96100, -3.45311)
H (-14.35641, 7.25837, -3.04378)
H (-15.20404, 7.09268, -5.27426)
H (-13.52260, 6.61577, -5.52405)
C (-17.70330, 7.72408, 1.50711)
C (-18.62943, 6.80562, 0.70301)
O (-19.80116, 6.60474, 1.52062)
S (-19.76457, 7.57044, 2.90382)
O (-19.19365, 6.79934, 3.99649)
O (-21.06215, 8.26227, 3.09347)
O (-18.65433, 8.49461, 2.17707)
H (-17.08206, 8.34180, 0.85858)
H (-17.00492, 7.19963, 2.15928)
H (-18.13000, 5.89700, 0.36675)
H (-18.86193, 7.26617, -0.25717)

Löwdin atomic charges, in units of e: 1.125 0.233 -0.497 -0.320 -0.370 -0.378 0.001 -0.511 0.004 0.027 -0.035 0.068 0.036 0.084 0.033 0.067 0.082 0.080 0.003 -0.514 -0.157 0.023 -0.048 0.077 0.083 0.084 0.041 0.092 0.070 0.093 0.021 -0.432 0.225 0.224 0.063 0.050 0.096 0.105 0.053 0.116 0.092 0.096 0.006 -0.555 0.019 0.010 -0.052 0.060 0.056 0.092 0.038 0.092 0.096 0.065 0.012 -0.587 0.023 0.020 -0.015 0.090 0.094 0.066 0.026 0.057 0.099 0.043 -0.230 -0.087 -0.206 0.812 -0.290 -0.265 -0.307 0.135 0.083 0.117 0.138 -0.189 -0.166 -0.194 0.756 -0.229 -0.243 -0.202 0.111 0.113 0.096 0.107

***

Molecular formula: C4H3BrO
Method: DFT, ωB97M-V/def2-TZVPD

The multiplicity is 1. The frontier orbital gap comes out at 8.561 eV. As for the structure (SMILES): BrC=C=C1CO1. For the energy above the lowest of the compared OMol25 structures with the same formula, charge and spin, the calculation gives 83.2 kcal/mol. The LUMO energy is -0.02272 Eh. The value obtained for the total energy is -2803.28594 hartree.

Atoms and positions in Å:
Br (3.38520, -0.91428, -0.47908)
C (1.31441, -1.65114, -0.08513)
C (0.78851, -0.66876, 0.64083)
C (0.29914, 0.49665, 0.85558)
C (-0.33073, 1.68957, 0.30460)
O (-0.48336, 1.28168, 1.58504)
H (0.96395, -2.60542, -0.49882)
H (0.11549, 2.60309, 0.08554)
H (-1.22519, 1.66078, -0.36669)

Löwdin atomic charges, in units of e: 0.337 -0.248 -0.127 -0.246 -0.091 0.090 0.060 0.093 0.134

***

Molecular formula: C39H99F3N15O14P5
Method: DFT, ωB97M-V/def2-TZVPD

The multiplicity is 1. The frontier orbital gap comes out at 7.943 eV. As for the structure (SMILES): CN(C)P(=O)(N(C)C)N(C)C.CN(C)P(=O)(N(C)C)N(C)C.CN(C)P(=O)(N(C)C)N(C)C.CN(C)P(=O)(N(C)C)N(C)C.CN(C)P(=O)(N(C)C)N(C)C.O=C1OC[C@@H](F)O1.O=C1OC[C@@H](F)O1.O=C1OC[C@@H](F)O1. For the energy above the lowest of the compared OMol25 structures with the same formula, charge and spin, the calculation gives 0.0 kcal/mol. The LUMO energy is 0.00832 Eh. The value obtained for the total energy is -5426.75415 hartree.

Atoms and positions in Å:
C (13.52885, 16.93485, -14.08742)
N (12.60697, 15.92146, -13.58741)
C (11.18150, 16.06837, -13.72503)
P (13.18368, 14.45281, -13.06245)
O (14.55117, 14.43820, -12.51715)
N (12.03256, 14.01470, -11.93160)
C (12.07753, 14.65788, -10.62952)
C (11.18840, 12.82830, -12.01894)
N (12.95420, 13.44580, -14.37606)
C (13.61712, 12.16158, -14.27086)
C (11.78944, 13.44602, -15.23715)
H (13.00613, 17.88455, -14.20704)
H (13.85940, 16.61833, -15.08217)
H (14.34692, 17.04065, -13.38081)
H (10.64927, 15.14791, -13.50788)
H (10.86172, 16.30702, -14.75185)
H (10.79252, 16.86873, -13.07877)
H (11.18682, 15.23278, -10.37815)
H (12.32872, 13.88843, -9.89216)
H (12.94287, 15.31926, -10.61518)
H (11.75269, 11.96219, -12.39009)
H (10.75393, 12.64404, -11.04712)
H (10.38010, 12.94048, -12.75233)
H (12.84699, 11.36949, -14.19993)
H (14.01784, 11.81103, -15.23387)
H (14.32942, 12.10372, -13.46369)
H (11.61950, 14.40598, -15.71959)
H (10.88495, 13.09360, -14.73311)
H (12.00026, 12.77436, -16.07647)
C (9.90362, 10.09335, -13.58422)
N (9.56422, 9.52036, -12.28414)
C (10.23691, 8.28411, -11.92025)
P (8.37036, 10.18709, -11.32730)
O (8.16194, 11.59224, -11.74791)
N (7.01871, 9.22691, -11.41676)
C (6.06820, 9.49450, -12.46864)
C (7.04336, 7.83981, -11.00019)
N (8.78791, 10.01992, -9.72836)
C (10.08009, 10.53162, -9.31218)
C (7.77308, 10.15456, -8.70928)
H (10.94247, 9.84150, -13.80913)
H (9.73515, 11.16064, -13.58961)
H (9.27899, 9.58915, -14.33211)
H (9.79433, 7.85141, -11.02936)
H (11.30776, 8.46804, -11.76168)
H (10.16295, 7.53009, -12.71738)
H (6.40939, 9.03842, -13.40978)
H (5.08982, 9.09354, -12.19847)
H (5.89880, 10.54552, -12.69730)
H (7.44187, 7.19225, -11.78753)
H (7.64028, 7.75391, -10.09632)
H (6.02427, 7.52913, -10.76905)
H (10.85839, 10.14650, -9.97975)
H (10.06880, 11.62297, -9.33030)
H (10.40756, 10.13995, -8.34826)
H (6.87457, 9.57509, -8.93247)
H (7.35541, 11.17437, -8.65723)
H (8.15729, 9.88030, -7.73126)
C (15.81160, 15.15407, -21.39496)
N (15.48388, 16.55030, -21.21519)
C (14.97981, 17.26139, -22.36403)
P (15.95910, 17.28220, -19.80040)
O (16.61795, 16.44282, -18.78602)
N (16.89687, 18.57652, -20.27969)
C (17.14059, 19.64277, -19.32444)
C (17.99067, 18.36184, -21.23393)
N (14.59053, 18.00549, -19.16141)
C (14.10430, 17.58128, -17.86361)
C (13.64986, 18.88393, -19.83133)
H (16.78237, 14.99937, -21.88625)
H (15.02606, 14.61081, -21.91912)
H (15.92081, 14.65815, -20.43383)
H (15.41284, 16.83989, -23.28032)
H (15.18184, 18.32659, -22.33127)
H (13.90291, 17.08778, -22.49289)
H (17.67675, 19.31790, -18.42449)
H (17.76293, 20.40452, -19.80281)
H (16.20509, 20.13331, -19.05416)
H (17.87415, 17.41178, -21.76487)
H (17.93226, 19.14566, -21.98806)
H (18.92570, 18.24947, -20.67971)
H (14.88486, 17.10640, -17.27129)
H (13.67171, 18.40250, -17.28717)
H (13.30090, 16.84506, -17.98219)
H (13.06059, 18.35860, -20.58430)
H (14.19631, 19.66075, -20.38109)
H (13.04796, 19.38140, -19.08172)
C (16.93519, 16.36366, -14.72071)
N (18.14537, 15.82717, -15.31360)
C (19.00473, 16.68683, -16.06727)
P (18.29669, 14.17918, -15.44743)
O (19.66769, 13.72981, -15.73632)
N (17.64348, 13.55410, -14.04770)
C (18.31484, 13.91408, -12.80412)
C (17.11888, 12.19752, -14.04690)
N (17.18567, 13.71073, -16.61762)
C (17.75125, 13.20672, -17.87742)
C (15.74996, 13.82212, -16.54092)
H (16.57058, 15.80872, -13.85738)
H (16.15645, 16.33061, -15.50015)
H (17.04223, 17.42238, -14.48026)
H (20.07256, 16.55674, -15.85135)
H (18.76917, 17.73355, -15.89665)
H (18.96184, 16.47368, -17.14375)
H (18.06775, 13.21260, -12.01213)
H (19.39521, 13.99035, -12.93090)
H (17.92431, 14.87160, -12.45084)
H (16.79386, 11.92634, -13.04606)
H (16.32064, 12.10966, -14.77677)
H (17.87781, 11.44837, -14.32880)
H (18.81377, 13.43520, -17.90773)
H (17.66754, 12.11294, -17.88195)
H (17.25288, 13.70886, -18.70145)
H (15.49131, 14.15873, -15.53012)
H (15.25839, 12.83975, -16.57792)
H (15.36919, 14.54286, -17.27030)
C (14.32370, 17.65300, -10.65150)
N (15.67424, 17.99579, -10.32888)
C (16.46627, 18.49839, -11.46569)
P (16.49736, 17.62983, -8.93186)
O (17.69928, 18.43150, -8.66097)
N (15.33068, 17.76610, -7.75597)
C (15.33807, 16.87360, -6.59562)
C (14.43526, 18.91978, -7.70211)
N (16.80794, 15.99619, -9.00231)
C (17.97575, 15.40723, -8.33349)
C (15.92336, 15.07906, -9.67286)
H (13.91880, 18.39890, -11.34009)
H (13.68385, 17.59129, -9.77132)
H (14.21662, 16.68502, -11.16946)
H (17.25791, 19.14972, -11.10980)
H (15.82636, 19.04077, -12.16222)
H (16.84594, 17.61541, -11.99477)
H (14.71736, 15.97892, -6.73741)
H (16.35843, 16.51044, -6.43845)
H (15.03816, 17.40237, -5.69519)
H (14.95240, 19.79937, -8.08388)
H (13.50582, 18.74964, -8.27209)
H (14.01876, 19.10391, -6.70986)
H (17.59702, 14.69691, -7.59099)
H (18.58955, 14.90875, -9.09265)
H (18.59617, 16.17198, -7.87623)
H (15.89226, 14.11545, -9.15767)
H (16.21282, 14.91901, -10.71086)
H (14.90813, 15.46924, -9.69231)
O (8.29250, 15.29103, -16.07990)
C (8.07986, 15.29341, -14.92843)
O (7.36058, 16.15503, -14.21111)
C (7.33573, 15.69797, -12.80219)
C (7.70627, 14.23352, -12.96261)
F (6.57310, 13.46254, -13.17829)
O (8.46929, 14.25338, -14.11677)
H (8.21258, 16.22064, -12.41323)
H (6.34037, 15.94476, -12.46961)
H (8.18413, 13.75108, -12.11028)
O (16.10505, 5.98533, -11.31766)
C (15.97574, 6.97070, -11.91033)
O (16.28114, 7.17459, -13.20002)
C (16.25028, 8.57485, -13.49677)
C (15.52370, 9.18745, -12.27936)
F (14.23644, 9.56684, -12.52017)
O (15.52576, 8.12976, -11.35635)
H (17.26286, 8.95023, -13.62412)
H (15.64321, 8.68156, -14.39727)
H (16.12285, 10.00421, -11.87923)
O (10.07822, 16.41894, -18.36181)
C (10.61721, 15.63369, -19.03553)
O (10.32857, 15.39097, -20.32083)
C (10.86176, 14.11193, -20.67102)
C (12.06709, 14.03064, -19.71654)
F (13.14791, 14.58319, -20.34624)
O (11.68132, 14.83208, -18.64714)
H (10.11091, 13.38053, -20.34744)
H (11.10088, 14.08019, -21.72243)
H (12.26375, 13.01463, -19.38911)

Löwdin atomic charge list, values in e, 99 entries: -0.073 -0.279 -0.124 0.525 -0.260 -0.290 -0.091 -0.089 -0.264 -0.144 -0.080 0.092 0.067 0.049 0.048 0.093 0.092 0.086 0.092 0.031 0.075 0.057 0.041 0.064 0.069 0.060 0.077 0.066 0.090 -0.088 -0.288 -0.116 0.530 -0.270 -0.318 -0.109 -0.119 -0.306 -0.106 -0.115 0.075 0.047 0.088 0.065 0.078 0.088 0.087 0.083 0.075 0.085 0.070 0.086 0.073 0.074 0.088 0.070 0.091 0.084 -0.129 -0.304 -0.118 0.519 -0.267 -0.314 -0.110 -0.098 -0.290 -0.115 -0.102 0.086 0.075 0.052 0.086 0.074 0.079 0.082 0.082 0.071 0.071 0.084 0.089 0.045 0.082 0.074 0.072 0.075 0.080 -0.117 -0.283 -0.116 0.512 -0.277 -0.283 -0.099 -0.112 -0.285 -0.093 -0.123 0.050

***

multiplicity of number 3 (C39H99F3N15O14P5)? 1